Record 1
7 unconnected molecules or ions with the total composition BrH12O6 in a non-equilibrium geometry. Source: the OMol25 dataset; level of theory: ωB97M-V with the def2-TZVPD basis set.

The geometry in XYZ format:
```
19
BrH12O6 | the OMol25 dataset | ωB97M-V with the def2-TZVPD basis set
H 26.6820 46.1400 23.4110
H 27.1540 51.8410 25.1720
H 28.2840 50.5410 20.0000
H 28.5310 50.8430 21.2910
O 27.1760 51.7790 24.3300
O 26.9310 49.1420 26.2380
O 29.6130 47.6690 20.1410
H 26.9930 47.4410 22.6910
H 27.1410 49.8230 26.7630
O 26.5470 46.6180 22.5810
H 27.8350 51.1300 24.0360
H 27.5010 49.0580 25.4730
O 28.1350 51.1880 20.5550
O 31.3990 50.4480 21.7060
H 30.7800 50.2000 22.4220
H 29.1810 46.7480 20.1480
H 31.6020 51.1900 22.2440
H 29.4900 48.0520 20.9760
Br 28.7460 48.9800 23.2150
```

Properties
Net charge   -1
Kohn-Sham gap   9.19 eV
ΔE to the lowest compared entry with this formula, charge and spin   186.2 kJ/mol
Maximum force   9.26 eV Å⁻¹
Molar mass   188.0 g/mol
E   -3032.72092 Ha
E_LUMO   0.121 hartree
HOMO level   -5.90 eV

***

Record 2
7 unconnected molecules or ions with the total composition BrH12O6. Source: the OMol25 dataset; level of theory: ωB97M-V with the def2-TZVPD basis set.

The geometry in XYZ format:
```
19
BrH12O6 | the OMol25 dataset | ωB97M-V with the def2-TZVPD basis set
H 4.0816 -3.9023 -2.6114
O 3.1883 -3.7233 -2.9051
H -1.3542 3.9805 1.5866
O 4.3271 -2.5596 2.8906
H 2.2729 3.0749 -1.6022
H -3.3918 -2.4335 1.2651
H -2.1021 5.2256 2.0136
O -3.9314 -3.2170 1.3710
H -4.4272 -3.2789 0.5546
O -1.2289 4.9092 1.7818
O -5.0511 0.9348 -1.1604
H 3.6310 3.7030 -1.8324
H 4.0400 -1.7633 2.4438
O 2.7245 3.7259 -2.1392
H 3.7125 -2.6619 3.6173
H 2.9539 -2.9017 -2.4735
H -5.4134 0.6045 -1.9825
Br 0.1725 -0.2132 0.2603
H -4.2043 0.4962 -1.0780
```

Properties
Net charge   -1
Kohn-Sham gap   7.11 eV
ΔE to the lowest compared entry with this formula, charge and spin   172.1 kJ/mol
Maximum force   0.45 eV Å⁻¹
Molar mass   188.0 g/mol
E   -3032.72629 Ha
E_LUMO   0.108 hartree
HOMO level   -4.16 eV

***

Record 3
A molecular structure, BrH14O7 in a non-equilibrium geometry. Source: the OMol25 dataset; level of theory: ωB97M-V with the def2-TZVPD basis set.

The geometry in XYZ format:
```
22
BrH14O7 | the OMol25 dataset | ωB97M-V with the def2-TZVPD basis set
O 0.3139 -2.4100 1.6952
O 2.3352 -1.2253 -0.0166
H -1.7645 -0.1555 -0.4403
H 0.2991 -1.5835 1.2126
H 1.5591 -0.7810 -0.3577
H 2.0810 -2.1467 0.0350
H -2.6160 0.7397 -0.0363
H 1.2272 -2.5163 1.9611
O -0.1005 -0.2448 -2.5561
H 1.2014 2.5051 -0.1687
H 0.2962 1.0710 1.1500
O -2.6043 -0.4139 -0.8199
H 0.5411 0.2510 -3.0649
H -1.2298 1.1560 0.4076
H 0.0435 1.4052 2.6048
O 1.6378 1.6826 -0.3906
H -2.4241 -1.2461 -1.2572
O -2.0515 1.5063 0.0637
O 0.2349 1.8079 1.7578
H 0.9452 1.0235 -0.3447
Br -0.0985 -0.2955 0.2116
H 0.1739 -0.1297 -1.6464
```

Properties
Net charge   -1
Kohn-Sham gap   9.30 eV
ΔE to the lowest compared entry with this formula, charge and spin   736.9 kJ/mol
Maximum force   4.59 eV Å⁻¹
Molar mass   206.0 g/mol
E   -3108.96289 Ha
E_LUMO   0.125 hartree
HOMO level   -5.89 eV

***

Record 4
9 unconnected molecules or ions with the total composition BrH16O8. Source: the OMol25 dataset; level of theory: ωB97M-V with the def2-TZVPD basis set.

The geometry in XYZ format:
```
25
BrH16O8 | the OMol25 dataset | ωB97M-V with the def2-TZVPD basis set
H -1.3003 -1.5539 -1.3899
H -0.9316 -2.2420 1.2782
H 1.9025 -0.3597 1.9035
O -2.1342 2.8343 0.3609
O 2.7080 -0.8327 1.6946
H -0.0415 -3.3765 1.7391
Br -0.3549 -0.1096 0.4460
O -1.8205 -1.9792 -2.0716
H 3.4045 -0.3047 2.0850
H 1.6396 -0.7452 -1.0663
H -1.5679 2.0627 0.3524
H -1.7447 0.4972 2.7220
H -2.8059 0.9098 3.7198
H -0.5965 1.0890 -3.6465
O 1.7353 2.4907 -0.8150
O 2.4342 -0.8919 -1.5794
H 2.0112 2.8144 0.0425
H 1.1370 1.7699 -0.6182
O -0.9212 -3.1898 1.4112
H 3.1326 -0.4944 -1.0592
O -2.6243 0.2747 3.0271
H -1.7982 3.3864 -0.3451
H -1.2738 -2.7049 -2.3730
H -0.2629 0.1724 -2.4887
O 0.0732 0.4830 -3.3294
```

Properties
Net charge   -1
Kohn-Sham gap   9.19 eV
ΔE to the lowest compared entry with this formula, charge and spin   53.9 kJ/mol
Maximum force   0.91 eV Å⁻¹
Molar mass   224.0 g/mol
E   -3185.65481 Ha
E_LUMO   0.106 hartree
HOMO level   -6.30 eV

***

Record 5
9 unconnected molecules or ions with the total composition BrH16O8 in a non-equilibrium geometry. Source: the OMol25 dataset; level of theory: ωB97M-V with the def2-TZVPD basis set.

The geometry in XYZ format:
```
25
BrH16O8 | the OMol25 dataset | ωB97M-V with the def2-TZVPD basis set
H 2.3399 0.1707 -0.5681
O -1.1056 -1.3428 -3.4293
H -0.5440 -2.0890 1.4558
H -0.6863 0.2105 1.7271
H 2.8293 0.0274 0.8407
H -0.6156 0.0010 3.3020
O 3.1283 -0.1442 -0.0611
H -3.4470 1.0018 -0.2074
O -3.3394 1.3906 -1.0471
O -1.1759 -2.1259 0.7938
H 1.5475 -0.3227 2.5855
H -0.9330 2.6379 0.7915
Br 0.0311 0.5135 -0.7082
O -1.1348 2.8524 1.6868
O -1.1680 0.2655 2.5740
H 1.8830 -2.0529 -2.2303
O 1.9888 0.4705 2.2027
H -0.5979 -0.7410 -2.9389
H -0.4479 -1.5508 -4.1371
H -2.3763 1.5865 -0.9413
O 2.1307 -1.4503 -2.8781
H -0.8765 2.0376 2.1631
H 1.9850 -0.5527 -2.5838
H -0.8400 -1.4776 0.1518
H 1.4244 0.6841 1.4558
```

Properties
Net charge   -1
Kohn-Sham gap   9.37 eV
ΔE to the lowest compared entry with this formula, charge and spin   88.5 kJ/mol
Maximum force   3.13 eV Å⁻¹
Molar mass   224.0 g/mol
E   -3185.64164 Ha
E_LUMO   0.099 hartree
HOMO level   -6.69 eV

***

Record 6
A gas-phase ion, BrH2N2O3S (charge -1) in a non-equilibrium geometry. Source: the OMol25 dataset; level of theory: ωB97M-V with the def2-TZVPD basis set.

The geometry in XYZ format:
```
9
BrH2N2O3S | the OMol25 dataset | ωB97M-V with the def2-TZVPD basis set
S 0.5128 0.0705 -0.0394
O 0.1680 0.8250 -1.2374
O -0.6127 -1.1268 0.0372
H -1.8569 0.0997 -0.7273
O 0.2984 0.9151 1.1007
H -1.6407 0.2552 0.8769
Br 3.2305 0.3057 -0.0690
N 1.8007 -0.8292 -0.0996
N -1.9001 -0.5151 0.1581
```

Properties
Net charge   -1
Kohn-Sham gap   7.75 eV
ΔE to the lowest compared entry with this formula, charge and spin   434.3 kJ/mol
Maximum force   3.21 eV Å⁻¹
Molar mass   190.0 g/mol
E   -3308.59172 Ha
E_LUMO   0.126 hartree
HOMO level   -4.32 eV

***

Record 7
A molecular structure, BrH2NOS2 in a non-equilibrium geometry. Source: the OMol25 dataset; level of theory: ωB97M-V with the def2-TZVPD basis set.

The geometry in XYZ format:
```
7
BrH2NOS2 | the OMol25 dataset | ωB97M-V with the def2-TZVPD basis set
N -0.1581 1.4329 -0.5869
S 0.7762 -0.5987 1.0463
S 0.4956 -0.0006 -0.8268
O 1.6635 -0.3918 -1.5243
H 0.1365 0.4939 1.4474
H -0.4326 -0.6895 -1.4298
Br -0.0007 2.6216 -1.9212
```

Properties
Kohn-Sham gap (spin up / spin down)   5.56 / 7.40 eV
ΔE to the lowest compared entry with this formula, charge and spin   161.6 kJ/mol
Multiplicity   3
Maximum force   6.16 eV Å⁻¹
Molar mass   176.1 g/mol
E   -3501.32464 Ha
E_LUMO (spin up / spin down)   0.002 / -0.100 hartree
HOMO level (spin up / spin down)   -5.51 / -10.13 eV

***

Record 8
BrH4N2P in the gas phase in a non-equilibrium geometry. Source: the OMol25 dataset; level of theory: ωB97M-V with the def2-TZVPD basis set.

The geometry in XYZ format:
```
8
BrH4N2P | the OMol25 dataset | ωB97M-V with the def2-TZVPD basis set
N 0.3694 1.1620 -0.0289
H -0.1184 1.9241 0.3735
N 0.1412 -1.3022 -0.3008
Br -2.4902 0.2047 -0.1490
P -0.4947 -0.2655 0.7700
H 0.8198 -0.8892 -1.0277
H 1.3376 1.3447 0.4828
H 0.4353 -2.1785 -0.1199
```

Properties
Kohn-Sham gap   10.07 eV
ΔE to the lowest compared entry with this formula, charge and spin   46.9 kJ/mol
SMILES   NP(N)Br
Maximum force   4.85 eV Å⁻¹
Molar mass   142.9 g/mol
E   -3027.30220 Ha
E_LUMO   0.038 hartree
HOMO level   -9.04 eV

***

Record 9
A molecular structure, BrH6O4V in a non-equilibrium geometry. Source: the OMol25 dataset; level of theory: ωB97M-V with the def2-TZVPD basis set.

The geometry in XYZ format:
```
12
BrH6O4V | the OMol25 dataset | ωB97M-V with the def2-TZVPD basis set
O -0.6513 2.9574 -0.8720
O 0.9653 -2.4886 -1.8536
O -2.9920 -1.2724 -0.5441
H -0.6784 2.0416 -0.5948
O 2.8130 -0.0527 2.1673
H 2.6723 -0.7746 2.7799
V 2.0256 -1.4207 -1.3657
Br 0.1246 -0.0942 0.1128
H -3.6679 -1.1793 0.1273
H -0.3404 2.9253 -1.7767
H -2.2038 -0.9055 -0.1437
H 1.9330 0.2638 1.9632
```

Properties
Kohn-Sham gap (spin up / spin down)   7.59 / 7.68 eV
ΔE to the lowest compared entry with this formula, charge and spin   0.0 kJ/mol
Multiplicity   3
Maximum force   3.39 eV Å⁻¹
Molar mass   200.9 g/mol
E   -3822.53441 Ha
E_LUMO (spin up / spin down)   -0.083 / -0.086 hartree
HOMO level (spin up / spin down)   -9.85 / -10.03 eV

***

Record 10
2 unconnected molecules or ions with the total composition BrH8NSi3 in a non-equilibrium geometry. Source: the OMol25 dataset; level of theory: ωB97M-V with the def2-TZVPD basis set.

The geometry in XYZ format:
```
13
BrH8NSi3 | the OMol25 dataset | ωB97M-V with the def2-TZVPD basis set
H -0.9759 -2.4616 1.2706
N -0.2506 -0.2612 -0.1965
H -1.2238 2.4017 4.4551
H 1.1308 -2.4343 -0.2513
H 1.2701 1.9009 -0.9285
Si 0.2131 -1.6764 0.6793
H 2.0687 -0.4326 -1.4313
Si 0.8025 0.4788 -1.3829
H -0.2445 0.4049 -2.5242
Si -1.9870 1.8955 3.4337
Br -1.0636 3.1866 1.8411
H 0.9995 -1.3121 1.8468
H -1.0660 0.2601 -0.0209
```

Properties
Kohn-Sham gap   7.91 eV
ΔE to the lowest compared entry with this formula, charge and spin   265.9 kJ/mol
Maximum force   3.17 eV Å⁻¹
Molar mass   186.2 g/mol
E   -3501.99490 Ha
E_LUMO   -0.045 hartree
HOMO level   -9.12 eV

***

Record 11
5 unconnected molecules or ions with the total composition BrH8O4 in a non-equilibrium geometry. Source: the OMol25 dataset; level of theory: ωB97M-V with the def2-TZVPD basis set.

The geometry in XYZ format:
```
13
BrH8O4 | the OMol25 dataset | ωB97M-V with the def2-TZVPD basis set
H -21.4310 13.7100 6.0940
H -18.7410 17.4400 4.9620
O -19.2860 14.8800 4.3430
H -21.8850 13.0970 4.7870
O -20.1540 14.9450 10.5530
Br -20.5860 15.5330 7.4430
H -21.0820 15.0490 10.7920
H -19.7600 17.2440 6.0350
H -19.2380 14.9470 5.2900
H -20.1290 14.9810 9.6040
H -20.1710 15.2190 4.0560
O -19.5590 17.7670 5.2970
O -21.4400 12.8840 5.6280
```

Properties
Net charge   -1
Kohn-Sham gap   9.00 eV
ΔE to the lowest compared entry with this formula, charge and spin   28.9 kJ/mol
Maximum force   2.85 eV Å⁻¹
Molar mass   152.0 g/mol
E   -2879.88554 Ha
E_LUMO   0.138 hartree
HOMO level   -5.24 eV

***

Record 12
BrHIP in the gas phase in a non-equilibrium geometry. Source: the OMol25 dataset; level of theory: ωB97M-V with the def2-TZVPD basis set.

The geometry in XYZ format:
```
4
BrHIP | the OMol25 dataset | ωB97M-V with the def2-TZVPD basis set
P 0.4205 -0.0607 -0.8129
H 0.9936 -0.7202 0.3909
I -1.7411 -1.0717 0.1954
Br 0.3271 1.8526 0.2265
```

Properties
Kohn-Sham gap   8.64 eV
ΔE to the lowest compared entry with this formula, charge and spin   8.0 kJ/mol
SMILES   BrPI
Maximum force   2.75 eV Å⁻¹
Molar mass   238.8 g/mol
E   -3213.67491 Ha
E_LUMO   -0.034 hartree
HOMO level   -9.56 eV